Record 1
C4H4INO2 | ωB97M-V/def2-TZVPD

Summary:
Strongest force on any atom = 0.094 hartree/bohr
DFT total energy = -657.492381 hartree
Molar mass = 225.0 g/mol
Frontier orbital gap (spin up / spin down) = 0.3386 / 0.2534 Ha
HOMO (spin up / spin down) = -9.48 / -8.41 eV
Relative energy (zero: lowest compared OMol25 entry of this formula, charge and spin) = 162.73 kcal per mole

CARTESIAN COORDINATES (ANGSTROEM)
1 C -0.968 -1.347 -1.167
2 C 0.040 -0.753 -0.583
3 C 0.963 -1.839 0.150
4 C 0.174 0.713 -0.124
5 N 2.704 -0.504 -0.768
6 O 0.608 -2.734 0.843
7 O 2.207 -1.536 -0.059
8 I 4.293 0.148 0.117
9 H -1.623 -2.196 -1.410
10 H -0.040 1.341 -0.923
11 H 1.221 0.930 0.139
12 H -0.575 0.934 0.583

Partial charges, Löwdin, in e: 0.1992 -0.2701 -0.4975 -0.0384 -0.5260 0.1576 -0.1929 0.9276 0.0667 0.0553 0.0473 0.0711


Record 2
C4H4InO2 | ωB97M-V/def2-TZVPD

Summary:
Strongest force on any atom = 0.162 hartree/bohr
Net charge = +1
DFT total energy = -494.798556 hartree
Molar mass = 198.9 g/mol
Frontier orbital gap (spin up / spin down) = 0.2139 / 0.2145 Ha
HOMO (spin up / spin down) = -12.58 / -12.59 eV
Relative energy (zero: lowest compared OMol25 entry of this formula, charge and spin) = 78.69 kcal per mole

CARTESIAN COORDINATES (ANGSTROEM)
1 O 1.214 -1.254 -0.199
2 C -0.172 -1.147 -0.466
3 H -0.033 -0.510 0.523
4 C -1.348 -0.561 -1.012
5 C -2.242 -0.287 0.170
6 C -0.915 0.311 0.525
7 O 0.074 0.874 1.419
8 H -1.364 -0.070 -1.989
9 H -2.602 -1.130 0.780
10 H -3.046 0.450 0.032
11 In 1.864 0.147 1.062

Partial charges, Löwdin, in e: -0.2284 0.0002 -0.0007 0.0731 -0.0159 -0.0654 -0.2358 0.1680 0.1549 0.1545 0.9956


Record 3
C4H4LiNdO5 | ωB97M-V/def2-TZVPD

Summary:
Strongest force on any atom = 0.114 hartree/bohr
Net charge = +3
DFT total energy = -1098.923725 hartree
Spin multiplicity = 5
Molar mass = 283.3 g/mol
Frontier orbital gap (spin up / spin down) = 0.1630 / 0.2508 Ha
Expectation value of S² = 6.003
HOMO (spin up / spin down) = -18.04 / -20.42 eV
Relative energy (zero: lowest compared OMol25 entry of this formula, charge and spin) = 0.00 kcal per mole

CARTESIAN COORDINATES (ANGSTROEM)
1 O -1.567 -0.076 -0.100
2 C -1.062 0.391 1.041
3 C -2.862 -0.510 0.116
4 O 0.089 0.739 1.177
5 O -1.944 0.357 2.011
6 C -3.159 -0.276 1.560
7 Li 1.720 0.744 0.279
8 H 2.380 -0.589 -2.506
9 H -3.239 -1.280 -0.551
10 H -3.999 0.407 1.747
11 C 3.274 -0.129 -2.039
12 O 3.162 0.475 -0.917
13 O 4.379 -0.107 -2.617
14 Nd 6.137 1.055 -1.341
15 H -3.309 -1.200 2.140

Partial charges, Löwdin, in e: 0.2487 -0.5012 0.3496 0.1355 0.1803 0.0463 0.7937 0.1592 0.2057 0.2064 -0.4852 -0.2403 -0.2042 1.8953 0.2104